Here is the ion C11H17N4 with charge +1 in a non-equilibrium geometry from the Open Molecules 2025 dataset. Energies are from the ωB97M-V functional and the def2-TZVPD basis.

Geometry (Å):
C (-3.145, -1.098, 0.443)
C (-2.080, -0.265, 0.288)
N (-0.744, -0.594, 0.468)
C (-0.635, -1.799, 1.234)
C (0.070, 0.491, 0.309)
C (-0.840, 1.732, -0.094)
C (-0.313, 2.971, -0.159)
C (1.104, 2.998, 0.034)
N (1.852, 1.958, 0.150)
C (1.419, 0.680, 0.259)
N (2.419, -0.264, 0.203)
C (2.341, -1.515, -0.460)
C (3.757, 0.131, 0.545)
N (-2.202, 1.175, -0.039)
C (-2.885, 0.996, -1.340)
H (-4.202, -0.895, 0.400)
H (-3.097, -2.136, 0.564)
H (0.476, -2.003, 1.327)
H (-0.987, -1.560, 2.137)
H (-1.183, -2.693, 0.705)
H (-0.666, 3.978, -0.331)
H (1.487, 4.016, -0.014)
H (1.350, -1.449, -1.011)
H (3.083, -1.640, -1.136)
H (2.434, -2.501, 0.103)
H (3.905, 1.091, 0.738)
H (4.052, -0.446, 1.318)
H (4.391, -0.008, -0.290)
H (-2.871, 1.758, 0.477)
H (-3.854, 0.699, -1.314)
H (-2.756, 2.015, -1.780)
H (-2.233, 0.322, -1.990)

Computed properties:
SMILES: C=C1N(C)c2c(ccnc2N(C)C)[N@H+]1C
Multiplicity: 1
Frontier orbital gap, Eh: 0.2729
Energy relative to the best compared isomer or geometry (same formula, charge and spin), kcal/mol: 140.4
Total energy, Eh: -647.9697
E_LUMO, eV: -3.36
Net charge: +1

=====

Here is the ion C11H17N4 with charge +1 in a non-equilibrium geometry from the Open Molecules 2025 dataset. Energies are from the ωB97M-V functional and the def2-TZVPD basis.

Geometry (Å):
C (0.379, -0.327, 3.001)
C (0.223, 0.827, 2.344)
C (-1.346, 1.866, -2.073)
C (-1.620, 1.685, -0.711)
C (1.403, -1.473, -0.407)
C (-0.124, -1.512, -0.140)
C (0.490, -0.578, -1.213)
C (-0.722, -0.823, 1.068)
C (0.533, 0.975, -1.158)
C (-0.438, -2.681, 2.710)
C (0.808, 1.852, -3.491)
N (-0.070, -1.379, 2.289)
N (-0.620, 0.688, 1.264)
N (-0.008, 1.588, -2.334)
N (-0.397, 1.531, 0.024)
H (0.887, -0.437, 3.948)
H (0.379, 1.770, 2.823)
H (-2.020, 2.034, -2.786)
H (-2.429, 1.738, -0.108)
H (2.163, -1.026, 0.246)
H (1.837, -2.225, -0.990)
H (-0.633, -2.420, -0.409)
H (0.192, -0.886, -2.225)
H (-1.774, -1.112, 1.093)
H (1.645, 1.286, -0.922)
H (-0.031, -3.466, 2.034)
H (-0.135, -2.787, 3.754)
H (-1.507, -2.907, 2.812)
H (1.710, 1.596, -3.018)
H (0.601, 1.245, -4.310)
H (0.691, 2.918, -3.690)
H (-0.069, 2.440, 0.576)

Computed properties:
Multiplicity: 3
Frontier orbital gap (alpha / beta), Eh: 0.1750 / 0.2802
Energy relative to the best compared isomer or geometry (same formula, charge and spin), kcal/mol: 47.4
Total energy, Eh: -647.8187
E_LUMO (alpha / beta), eV: -2.69 / -4.31
Net charge: +1